The following is a quantum chemistry calculation of an isolated ion of composition C10H11N2S and charge +1 at a distorted geometry, from the Open Molecules 2025 dataset.

```
24
Properties=species:S:1:pos:R:3:mulliken_charge:R:1
C 4.65 -1.67 -0.20 0.0187
N 3.58 -1.25 -0.13 0.0859
C 2.29 -1.23 -0.18 -0.6340
C 1.59 -0.04 -0.11 0.4500
S 2.43 1.47 0.22 -0.0471
C 1.05 2.61 0.64 -0.7207
C 0.10 -0.09 -0.14 -0.0935
C -0.47 -0.98 0.73 -0.2917
C -1.84 -1.10 0.74 -0.7193
C -2.65 -0.30 -0.07 0.6279
N -3.95 -0.56 -0.05 -0.4796
C -2.05 0.69 -0.89 -0.6002
C -0.61 0.76 -0.89 -0.3197
H 5.65 -2.02 -0.39 0.4636
H 1.85 -2.25 -0.45 0.3785
H 1.05 3.13 -0.28 0.2998
H 1.27 3.12 1.62 0.3867
H 0.12 1.96 0.84 0.2490
H 0.07 -1.72 1.37 0.3857
H -2.32 -1.65 1.55 0.3770
H -4.28 -1.55 0.03 0.2428
H -4.53 -0.05 -0.63 0.2132
H -2.64 1.34 -1.59 0.2822
H -0.34 1.38 -1.75 0.4448
```

Properties
Maximum force = 0.106 hartree/bohr
Net charge = +1
SMILES = C#[N+]/C=C(\SC)c1ccc(N)cc1
Calculated total energy = -24354.09410 eV
Highest occupied orbital energy = -11.21 eV

=====

The following is a quantum chemistry calculation of C10H11N3 in the gas phase at a distorted geometry, from the Open Molecules 2025 dataset.

```
24
Properties=species:S:1:pos:R:3:mulliken_charge:R:1
C 1.49 0.79 1.20 -1.3533
C 0.47 0.28 0.52 0.4635
C -0.66 0.90 -0.13 0.9472
C -1.18 2.09 0.32 -0.6137
C -2.27 2.57 -0.32 -0.3766
C -2.85 1.94 -1.47 -0.4625
C -2.25 0.76 -1.99 -0.1644
C -1.27 0.14 -1.21 0.1230
N -0.97 -1.20 -1.52 -0.6437
N -0.18 -1.85 -0.81 -0.5628
N 0.41 -1.46 0.25 0.6910
C 1.29 -2.25 1.01 -0.5413
C 2.69 -2.16 0.57 -1.2920
H 2.37 0.21 1.63 0.1977
H 1.73 1.77 1.29 0.4099
H -0.77 2.38 1.31 0.3308
H -2.59 3.65 -0.09 0.2636
H -3.48 2.54 -2.07 0.3938
H -2.89 0.34 -2.82 0.3180
H 0.73 -3.21 0.93 0.3808
H 1.06 -1.72 2.04 0.3521
H 2.93 -2.94 -0.13 0.3590
H 2.81 -1.25 0.06 0.5036
H 3.37 -2.33 1.42 0.2764
```

Properties
Maximum force = 0.148 hartree/bohr
SMILES = C=C1c2ccccc2N=NN1CC
Calculated total energy = -15013.96349 eV
Highest occupied orbital energy = -8.04 eV

=====

The following is a quantum chemistry calculation of a 2-piece molecular cluster, C10H11N4P overall at a distorted geometry, from the Open Molecules 2025 dataset.

```
26
Properties=species:S:1:pos:R:3:mulliken_charge:R:1
C -3.47 0.21 1.32 -0.4759
C 1.93 1.94 -1.46 -0.5615
C -4.27 0.11 0.19 -0.3284
C 3.08 2.27 -0.77 -0.2551
C -2.12 -0.07 1.23 -0.2364
C 1.27 0.77 -1.12 -0.0710
C -3.78 -0.44 -0.99 -0.4787
C 3.45 1.51 0.28 -0.3552
C -1.81 -0.80 0.12 0.3057
C 1.76 0.04 -0.06 0.3519
N -2.55 -0.98 -0.96 -0.4836
N 2.74 0.43 0.71 -0.5130
N 1.90 -2.57 -0.92 -0.8208
N 1.54 -2.27 1.58 -0.5887
P 1.06 -1.72 0.12 0.6695
H -3.86 0.71 2.22 0.3216
H 1.57 2.63 -2.10 0.5101
H -5.23 0.40 0.38 0.4232
H 3.68 3.13 -0.98 0.3689
H -1.52 0.17 2.09 0.3829
H 0.19 0.50 -1.57 0.1337
H -4.19 -0.55 -1.93 0.4916
H 4.26 1.93 0.86 0.3473
H 1.83 -2.02 -1.84 0.2964
H 0.85 -2.08 2.22 0.2721
H 1.70 -3.29 1.40 0.2933
```

Properties
Maximum force = 0.069 hartree/bohr
Calculated total energy = -25792.95370 eV
Highest occupied orbital energy (spin up / spin down) = -8.10 / -7.57 eV

=====

The following is a quantum chemistry calculation of C10H11NO2 in the gas phase at a distorted geometry, from the Open Molecules 2025 dataset.

```
24
Properties=species:S:1:pos:R:3:mulliken_charge:R:1
C -3.27 0.05 0.33 -1.3770
C -1.82 -0.06 0.03 0.2451
N -1.24 -0.60 -0.99 0.5564
O -1.58 -1.24 -1.99 -0.7404
C 0.19 -0.21 -0.52 1.0926
C 0.61 0.91 -1.43 -0.9358
C 1.77 1.54 -1.28 -0.3368
C 2.73 1.03 -0.35 -0.4798
C 2.57 -0.20 0.17 -0.7850
C 1.42 -1.05 -0.10 0.2185
C 1.63 -2.37 0.17 -0.3802
O 0.76 -3.38 -0.04 -0.5255
C -0.57 0.38 0.72 -0.3114
H -3.74 0.81 -0.29 0.2842
H -3.42 0.30 1.38 0.3462
H -3.76 -0.90 0.12 0.3222
H -0.12 1.22 -2.17 0.3876
H 2.03 2.40 -1.88 0.4047
H 3.63 1.60 -0.15 0.4060
H 3.35 -0.64 0.77 0.3095
H 2.56 -2.70 0.58 0.3717
H -0.03 -3.07 -0.49 0.3672
H -0.36 -0.13 1.66 0.3071
H -0.44 1.45 0.86 0.2531
```

Properties
Maximum force = 0.042 hartree/bohr
SMILES = CC1=[N+]([O-])[C@@]2(C=CC=C/C2=C/O)C1
Calculated total energy = -16129.32372 eV
Highest occupied orbital energy = -7.94 eV

=====

The following is a quantum chemistry calculation of C10H11NO2 as an isolated structure at a distorted geometry, from the Open Molecules 2025 dataset.

```
24
Properties=species:S:1:pos:R:3:mulliken_charge:R:1
C -0.96 1.32 -2.74 -0.6749
C -0.08 1.57 -1.37 0.5599
C 2.17 0.85 -0.68 -0.5009
C 2.00 0.17 0.42 -0.5356
C 0.91 -0.60 1.07 0.6352
C 0.56 -0.20 2.51 -0.4581
C -0.71 -0.78 3.00 -0.3075
C -1.33 -1.99 2.30 -0.6543
C -1.14 -1.86 0.89 -0.4874
C 0.00 -1.31 0.45 1.3176
H -0.88 2.83 -3.38 0.2548
H -0.37 0.26 -3.54 0.1548
H -2.24 1.01 -2.36 0.2249
H 1.22 0.26 -2.72 0.2836
H 3.11 1.30 -0.81 0.4231
H 2.91 0.63 1.15 0.0808
H 1.23 0.61 3.09 0.2382
H -1.12 -0.58 4.06 0.2843
H -2.44 -2.27 2.74 0.2596
H -2.11 -2.06 0.12 -0.0185
H -1.29 -1.35 -1.18 0.3421
N 1.12 1.08 -1.68 -0.2347
O -0.46 2.30 -0.37 -0.6407
O -0.08 -1.19 -0.98 -0.5465
```

Properties
Maximum force = 0.135 hartree/bohr
Calculated total energy = -16121.49817 eV
Highest occupied orbital energy = -8.77 eV

=====

The following is a quantum chemistry calculation of C10H12AuN2O4S as an isolated structure at a distorted geometry, from the Open Molecules 2025 dataset.

```
30
Properties=species:S:1:pos:R:3:lowdin_spin:R:1
Au -0.12 0.26 -1.05 0.3257
O -1.06 3.34 -1.48 0.0188
C -0.55 2.37 -1.77 0.0971
C -0.58 -1.83 -1.62 0.1347
O -1.05 -2.82 -1.26 0.0350
C 1.63 0.20 -1.75 0.0317
O 2.78 0.17 -1.59 0.0016
C -3.48 0.24 -1.96 0.0079
O -4.58 0.25 -1.65 0.0014
C -1.06 0.87 -4.38 0.4415
H -1.98 1.44 -4.16 0.0111
H -0.11 1.41 -4.47 0.0120
C -1.06 -0.46 -4.35 0.4476
H -0.10 -1.00 -4.42 0.0127
H -1.97 -1.03 -4.12 0.0115
S -1.64 0.40 0.68 0.2375
C -0.21 0.03 1.62 0.0362
N 0.61 1.03 2.00 0.1066
C 1.48 0.91 3.19 0.0147
C 2.04 -0.49 3.27 0.0017
C 0.97 -1.54 3.10 0.0013
N 0.15 -1.24 1.92 -0.0040
H 0.21 1.96 1.85 0.0004
H 0.91 1.16 4.10 0.0090
H 2.27 1.66 3.06 0.0040
H 2.57 -0.63 4.21 -0.0001
H 2.78 -0.61 2.47 0.0006
H 0.32 -1.59 3.98 0.0015
H 1.41 -2.53 2.94 0.0003
H -0.57 -1.93 1.68 0.0000
```

Properties
Maximum force = 0.167 hartree/bohr
Net charge = +3
<S²> = 2.015
2S+1 = 3
Calculated total energy = -36225.91282 eV
Highest occupied orbital energy (spin up / spin down) = -20.49 / -20.23 eV

=====

The following is a quantum chemistry calculation of C10H12BN6Tb as an isolated structure, from the Open Molecules 2025 dataset.

```
30
Properties=species:S:1:pos:R:3:lowdin_spin:R:1
Tb -0.44 -0.33 -0.28 5.3262
C 4.41 -0.10 -0.10 0.0001
C 3.21 -0.59 -0.60 -0.0071
N 2.18 0.01 0.00 -0.0268
N 2.69 0.88 0.88 -0.0009
C 4.02 0.83 0.85 -0.0003
B 1.83 1.78 1.79 -0.0041
N 0.93 0.91 2.69 -0.0016
C 0.89 0.95 4.03 -0.0003
C -0.03 0.02 4.46 0.0000
C -0.51 -0.56 3.29 -0.0036
N 0.08 -0.01 2.23 -0.0368
N 0.94 2.67 0.90 -0.0012
C 0.87 4.01 0.94 0.0002
C -0.04 4.44 0.00 -0.0002
C -0.50 3.26 -0.58 0.0004
N 0.10 2.20 -0.04 -0.0320
H 5.40 -0.38 -0.37 0.0000
H 3.05 -1.34 -1.35 -0.0040
H 4.61 1.46 1.48 -0.0001
H 2.53 2.46 2.46 0.0000
H 1.50 1.63 4.58 -0.0002
H -0.30 -0.21 5.47 -0.0001
H -1.24 -1.34 3.17 -0.0016
H 1.48 4.56 1.63 -0.0001
H -0.32 5.44 -0.22 -0.0001
H -1.22 3.13 -1.37 0.0005
C -2.84 0.09 -0.27 0.6777
H -3.52 -0.19 -1.10 0.0577
H -3.22 -0.52 0.59 0.0581
```

Properties
Maximum force = 0.018 hartree/bohr
<S²> = 13.087
2S+1 = 7
Calculated total energy = -42614.62984 eV
Highest occupied orbital energy (spin up / spin down) = -7.33 / -5.99 eV

=====

The following is a quantum chemistry calculation of C10H12BaBrNP as an isolated structure at a distorted geometry, from the Open Molecules 2025 dataset.

```
26
Properties=species:S:1:pos:R:3:mulliken_charge:R:1
C 0.03 -3.65 -0.10 -0.4082
C 0.99 -3.15 -1.01 -0.3987
C 0.33 -2.29 -1.90 -0.3363
C -1.05 -2.26 -1.56 -0.6977
C -1.25 -3.15 -0.46 -0.7124
Ba -0.27 -0.73 0.81 0.3663
P 1.55 -1.35 3.07 -0.1123
H 0.22 -4.36 0.69 0.3369
H 2.05 -3.38 -0.98 0.3696
H 0.79 -1.70 -2.70 0.3470
H -2.20 -3.37 0.03 0.3706
H -1.83 -1.71 -2.07 0.3901
H 2.29 -0.15 3.20 0.0252
H 2.43 -2.44 3.30 0.0196
H 0.61 -1.28 4.13 0.0766
Br -1.52 4.04 -3.26 -0.2564
C -0.87 3.45 -1.55 -0.1898
C -0.53 4.32 -0.47 -0.1113
C -0.06 3.86 0.78 -0.7759
C 0.08 2.48 0.88 0.5727
N -0.17 1.66 -0.17 -0.5644
C -0.69 2.08 -1.35 -0.2984
H -0.66 5.38 -0.67 0.3644
H 0.21 4.53 1.64 0.2811
H 0.43 1.93 1.79 -0.0496
H -0.91 1.25 -2.05 0.3914
```

Properties
Maximum force = 0.052 hartree/bohr
Net charge = -1
Calculated total energy = -92077.01564 eV
Highest occupied orbital energy (spin up / spin down) = -0.62 / -1.59 eV

=====

The following is a quantum chemistry calculation of C10H12BrNPPd as an isolated structure at a distorted geometry, from the Open Molecules 2025 dataset.

```
26
Properties=species:S:1:pos:R:3:lowdin_spin:R:1
C 0.33 0.24 -2.43 0.1730
C -0.65 -0.60 -3.19 0.0730
C -0.23 -1.95 -3.11 0.0727
C 1.02 -1.99 -2.41 0.1200
C 1.37 -0.63 -2.13 0.0088
Pd 0.70 1.80 0.06 0.4129
P -0.20 3.72 -0.49 0.0288
H 0.48 1.30 -2.71 -0.0052
H -1.62 -0.17 -3.52 0.0012
H -0.84 -2.83 -3.27 0.0030
H 2.28 -0.23 -1.59 -0.0021
H 1.55 -2.78 -1.91 0.0060
H -1.37 3.80 0.39 0.0103
H -0.57 3.87 -1.93 0.0012
H 0.97 4.54 -0.16 0.0030
Br -0.38 -3.82 2.30 0.0056
C -0.31 -1.95 2.38 0.0689
C -0.59 -1.27 3.58 0.2769
C -0.53 0.15 3.62 0.1162
C -0.19 0.81 2.43 0.1170
N 0.04 0.09 1.35 0.2905
C 0.03 -1.24 1.24 0.1589
H -0.84 -1.82 4.46 0.0252
H -0.73 0.73 4.49 0.0063
H -0.04 1.91 2.29 0.0192
H 0.34 -1.67 0.29 0.0089
```

Properties
Maximum force = 0.089 hartree/bohr
Net charge = -1
<S²> = 2.028
2S+1 = 3
Calculated total energy = -94860.61505 eV
Highest occupied orbital energy (spin up / spin down) = -0.84 / -3.46 eV

=====

Repeat the fourth record exactly.
The following is a quantum chemistry calculation of C10H11NO2 in the gas phase at a distorted geometry, from the Open Molecules 2025 dataset.

```
24
Properties=species:S:1:pos:R:3:mulliken_charge:R:1
C -3.27 0.05 0.33 -1.3770
C -1.82 -0.06 0.03 0.2451
N -1.24 -0.60 -0.99 0.5564
O -1.58 -1.24 -1.99 -0.7404
C 0.19 -0.21 -0.52 1.0926
C 0.61 0.91 -1.43 -0.9358
C 1.77 1.54 -1.28 -0.3368
C 2.73 1.03 -0.35 -0.4798
C 2.57 -0.20 0.17 -0.7850
C 1.42 -1.05 -0.10 0.2185
C 1.63 -2.37 0.17 -0.3802
O 0.76 -3.38 -0.04 -0.5255
C -0.57 0.38 0.72 -0.3114
H -3.74 0.81 -0.29 0.2842
H -3.42 0.30 1.38 0.3462
H -3.76 -0.90 0.12 0.3222
H -0.12 1.22 -2.17 0.3876
H 2.03 2.40 -1.88 0.4047
H 3.63 1.60 -0.15 0.4060
H 3.35 -0.64 0.77 0.3095
H 2.56 -2.70 0.58 0.3717
H -0.03 -3.07 -0.49 0.3672
H -0.36 -0.13 1.66 0.3071
H -0.44 1.45 0.86 0.2531
```

Properties
Maximum force = 0.042 hartree/bohr
SMILES = CC1=[N+]([O-])[C@@]2(C=CC=C/C2=C/O)C1
Calculated total energy = -16129.32372 eV
Highest occupied orbital energy = -7.94 eV